# 1
# CH19O15P2

A 9-piece molecular cluster, CH19O15P2 overall at a distorted geometry (ωB97M-V with the def2-TZVPD basis set, the OMol25 dataset).

Geometry as XYZ:
```
37
Properties=species:S:1:pos:R:3:forces:R:3
O 0.19894 1.47813 1.89234 -2.68 0.95 2.53
H -0.32071 0.67638 1.79884 -0.71 -1.28 -0.11
H 1.13523 1.32010 1.75099 3.90 -0.95 0.36
H -0.14153 2.13089 1.27623 -1.38 1.38 -2.38
O -0.62766 -0.77101 -0.78275 -0.34 -3.98 -0.18
H 0.25583 -0.42359 -0.64015 3.08 1.56 0.50
H -1.14910 -0.08882 -1.21207 -2.11 3.51 -2.02
H -0.93090 -0.94302 0.11172 -0.87 -0.18 1.94
O 1.15724 -2.58832 2.00961 -1.57 -3.37 2.33
H 1.08448 -3.31934 1.39163 -0.16 0.10 -0.55
H 0.33006 -2.10111 2.01000 -2.81 1.54 0.07
H 1.81719 -1.99481 1.64380 4.47 3.13 -2.37
O 1.60508 2.35070 -1.73405 5.04 0.37 -0.26
H 1.53945 1.48294 -1.32873 -0.21 -2.52 1.71
H 1.92920 2.91369 -1.02724 0.39 -0.01 0.48
H 0.75919 2.74833 -1.95303 -4.62 2.30 -1.89
C -2.50282 -1.29202 2.28101 1.58 -0.69 -0.48
O -1.16778 -1.00860 1.90200 -0.25 -0.02 -0.15
H -3.09165 -0.53249 2.79532 0.34 0.65 0.18
H -3.12656 -1.59936 1.44161 -0.19 -0.03 -0.48
H -2.46036 -2.16023 2.93867 -0.40 -0.43 0.54
P -1.38671 2.58586 -1.45733 -6.41 2.25 -1.93
O -2.86721 3.05438 -1.72918 0.80 1.83 0.87
O -0.97876 2.80788 -0.00671 1.16 -1.08 1.35
O -0.40229 3.42947 -2.33469 0.81 -1.01 -0.21
O -1.72411 1.14989 -2.00593 3.33 -2.88 0.70
P 2.77944 0.14229 0.66855 2.46 3.90 1.57
O 2.57029 0.91586 2.03228 -1.76 -1.50 0.07
O 1.41829 0.43770 -0.13929 1.62 -1.14 -0.59
O 2.94902 -1.40237 0.86126 -0.84 -0.16 0.09
O 4.07005 0.95064 0.24154 -1.58 -2.29 -1.79
O -0.31529 0.35472 -4.26251 0.87 -0.83 -1.62
H -0.80104 0.33646 -3.43792 -0.81 0.79 1.27
H -0.44892 1.24036 -4.60020 -0.13 0.31 0.41
O -0.55018 -3.73983 -0.13407 0.08 -0.02 0.27
H -0.58667 -4.39899 0.55904 -0.30 -0.28 0.19
H -0.01863 -4.14269 -0.82065 0.19 0.08 -0.40
```
Forces are in eV/Å.

- charge = -3
- Kohn-Sham gap (eV) = 2.30
- energy above the lowest of the compared OMol25 structures with the same formula, charge and spin (kcal per mole) = 78.50
- maximum force (eV/Å) = 7.06
- E (a.u.) = -1860.790165
- HOMO energy (eV) = 3.4

Results of the natural (NBO) charge analysis, in e, for atoms 1 through 2: atom 1 (O): -0.839, atom 2 (H): 0.544



# 2
# CH20N3O7

A 8-piece molecular cluster, CH20N3O7 overall at a distorted geometry (ωB97M-V with the def2-TZVPD basis set, the OMol25 dataset).

Geometry as XYZ:
```
31
Properties=species:S:1:pos:R:3:forces:R:3
N 0.09770 -0.24635 -0.06760 -2.70 -1.79 4.55
C -1.00512 -0.50622 -0.83091 0.90 -2.89 -1.03
N -1.84106 -1.53357 -0.49603 -0.73 0.08 0.62
N -1.02429 -0.03396 -2.13693 0.59 -0.23 1.00
H 0.13246 -0.13495 1.10013 -0.86 -0.70 -4.26
H 0.62776 0.48589 -0.35607 1.87 2.68 -1.46
H -2.59384 -1.92279 -1.14884 1.90 1.06 1.26
H -1.72219 -2.06485 0.42285 0.21 1.13 -1.79
H -1.42373 -0.70533 -2.86289 1.19 1.67 1.44
H -0.24021 0.68489 -2.29149 -2.02 -1.51 -0.27
H 2.90443 3.70967 -1.96751 3.07 -0.57 -0.28
H 1.77794 3.50911 -3.11704 0.46 -0.74 -2.00
O 2.04944 3.76172 -2.27240 -3.46 1.39 2.37
H -0.00673 2.03610 2.94366 -0.84 -3.03 -2.87
H -0.17475 0.55774 3.07884 -0.25 -1.71 1.26
O -0.24540 1.14355 2.35479 0.94 4.65 1.96
H -2.67338 -2.31340 -3.40339 -1.42 2.90 -2.85
H -1.47568 -3.44431 -3.47040 -1.18 1.17 -0.15
O -2.25722 -3.02186 -3.04956 2.36 -4.05 2.72
H -0.68110 2.31167 -0.26113 0.11 0.19 -0.04
H 0.52514 3.10817 -0.91610 -1.36 -1.59 -0.58
O -0.10683 2.33149 -1.03676 0.94 1.68 0.10
H 2.99105 2.68661 1.00999 -0.87 -0.58 0.03
H 2.00666 3.40881 0.17457 -0.25 -1.05 0.54
O 2.06529 2.56423 0.69148 1.48 1.68 -0.27
H 0.68199 -2.61783 4.47559 -0.54 -2.66 3.77
H 1.22087 -1.17135 4.17542 -0.71 -2.19 -0.35
O 0.82329 -2.02682 3.82249 1.34 4.87 -3.25
H -0.45758 -4.16742 1.71408 -1.12 -3.30 0.27
H 0.25638 -3.07488 2.22296 2.18 1.72 2.83
O -0.23127 -3.31378 1.49820 -1.25 1.71 -3.28
```
Forces are in eV/Å.

- charge = +1
- Kohn-Sham gap (eV) = 10.79
- maximum force (eV/Å) = 6.01
- E (a.u.) = -740.766757
- HOMO energy (eV) = -13.4

Results of the natural (NBO) charge analysis, in e, for atoms 1 through 2: atom 1 (N): -0.778, atom 2 (C): 0.669